Molecular formula: C4H30N2O12
Method: DFT, ωB97M-V/def2-TZVPD

Values from the calculation:
- E_LUMO (eV) = 0.08
- ΔE to the lowest compared entry with this formula, charge and spin (kcal/mol) = 124.25
- SMILES string = NC[C@H](CO)NC=O.O.O.O.O.O.O.O.O.O.O

Geometry as ORCA input:
```
! RIJCOSX wB97M-V def2-TZVPD def2/J DEFGRID3
* xyz 0 1
O 1.92 2.52 -1.44
O -2.02 3.22 2.31
O 3.23 0.81 0.63
O 1.54 -2.18 -0.13
O 0.53 -0.20 4.05
O -2.92 2.38 -1.78
O 0.25 2.29 3.54
O 2.82 -1.21 2.92
O -1.39 -3.00 -2.71
O -1.22 -1.13 1.91
O -0.96 1.67 0.16
O -2.79 -0.44 -0.04
N -1.21 -0.03 -2.42
N 1.97 -2.03 -2.33
C 2.42 -2.11 -0.94
C 0.17 -0.44 -2.01
C 0.52 -1.85 -2.54
C -0.22 -2.95 -1.79
H -0.98 1.78 -0.78
H 3.55 -2.04 -1.02
H -0.48 -2.72 -0.77
H -3.81 -0.41 -0.13
H -0.21 -0.76 3.91
H -2.84 3.28 -1.40
H 1.74 3.03 -0.64
H -2.37 2.19 -2.53
H 4.05 1.04 1.22
H 1.01 0.15 -2.31
H 0.11 -0.36 -0.85
H 2.49 -1.99 -3.19
H -1.19 0.05 -3.36
H 0.89 2.86 3.73
H -0.47 0.75 0.31
H 0.21 0.64 3.71
H -1.73 2.77 1.41
H 0.19 -3.96 -1.70
H -2.40 2.55 2.84
H 2.15 -0.56 3.17
H -2.46 0.44 -0.20
H -2.02 -0.63 1.62
H 0.25 -1.99 -3.52
H -0.94 -1.74 1.11
H 2.58 0.89 1.38
H 2.36 1.70 -1.08
H -1.94 -0.60 -1.93
H -2.21 -2.58 -2.28
H -0.47 2.86 3.29
H 2.31 -1.96 2.61
*
```


Molecular formula: C22H22N4O4
Method: DFT, ωB97M-V/def2-TZVPD

Values from the calculation:
- E_LUMO (eV) = -0.19
- ΔE to the lowest compared entry with this formula, charge and spin (kcal/mol) = 70.97
- SMILES string = COc1ccc(-n2nc(C(=O)NCC(=O)N3CCCC3)c3ccccc3c2=O)cc1

Geometry as ORCA input:
```
! RIJCOSX wB97M-V def2-TZVPD def2/J DEFGRID3
* xyz 0 1
O 5.20 2.64 -0.24
O 2.68 -3.01 0.64
O -5.07 1.74 -1.18
O -3.29 -1.37 -0.73
N -1.93 0.16 -1.69
N 0.14 -0.90 -0.55
N -3.27 2.04 0.10
N 1.34 -1.36 -0.18
C 6.54 2.39 -0.58
C 2.36 -0.38 -0.20
C -3.09 2.78 2.33
C 0.53 -4.86 0.63
C -1.79 3.07 1.60
C -0.56 -5.70 0.61
C -4.08 2.58 1.19
C 4.63 0.29 -0.60
C 3.01 1.91 0.11
C 4.32 1.60 -0.25
C -2.18 -0.97 -0.99
C 0.40 -3.53 0.24
C -0.86 -3.04 -0.16
C -1.85 2.11 0.41
C 3.66 -0.69 -0.58
C -1.96 -3.91 -0.17
C 1.58 -2.66 0.26
C -0.91 -1.65 -0.56
C 2.04 0.93 0.14
C -2.99 1.04 -2.13
C -3.87 1.62 -1.02
C -1.80 -5.22 0.21
H -4.89 1.88 1.42
H -2.99 1.86 2.91
H -1.28 2.47 -0.45
H 1.51 -5.20 0.93
H 2.77 2.93 0.38
H 5.63 0.02 -0.89
H 7.00 1.67 0.11
H -0.90 2.91 2.21
H 3.92 -1.70 -0.85
H -0.45 -6.73 0.91
H 6.64 2.03 -1.61
H -1.78 4.11 1.24
H -2.65 -5.88 0.21
H -1.48 1.12 0.71
H -2.92 -3.53 -0.47
H -0.97 0.44 -1.78
H 1.03 1.17 0.43
H -3.39 3.58 3.00
H -4.53 3.52 0.87
H -3.68 0.48 -2.78
H -2.55 1.86 -2.70
H 7.05 3.35 -0.48
*
```


Molecular formula: C19H23BNO5PtS
Method: DFT, ωB97M-V/def2-TZVPD

Values from the calculation:
- E_LUMO (eV) = 2.44
- ΔE to the lowest compared entry with this formula, charge and spin (kcal/mol) = 33.46

Geometry as ORCA input:
```
! RIJCOSX wB97M-V def2-TZVPD def2/J DEFGRID3
* xyz -1 1
Pt 0.72 -0.82 1.45
S -0.83 0.81 3.04
O -0.88 -2.03 1.44
O 1.42 -1.15 4.09
O -2.71 -2.65 0.41
O 0.58 0.63 -1.13
O 0.08 -1.58 -1.38
N 2.55 0.09 1.57
C -4.90 0.69 0.95
C 4.52 0.08 2.92
C 2.25 -0.01 4.01
C 3.33 0.33 0.49
C 1.02 -1.39 -3.56
C -2.34 0.60 2.17
C -0.15 -0.98 -2.66
C -4.07 -0.40 0.81
C 0.46 1.44 -3.39
C 3.15 0.03 2.79
C -0.18 0.54 -2.34
C 5.32 0.25 1.80
C -3.20 1.70 2.30
C 4.70 0.42 0.57
C -2.08 -1.80 1.04
C -4.44 1.76 1.71
C -2.79 -0.49 1.38
C -1.45 -1.54 -3.22
C -1.58 1.06 -2.01
B 0.51 -0.61 -0.49
H -2.22 1.08 -2.89
H -1.75 -1.01 -4.13
H -2.06 0.45 -1.24
H 2.80 0.45 -0.44
H 2.90 0.01 4.90
H -1.49 2.07 -1.61
H 0.90 -1.01 -4.58
H 5.27 0.59 -0.33
H -2.25 -1.47 -2.48
H -5.88 0.70 0.50
H 0.39 2.48 -3.08
H 1.64 0.90 4.01
H 0.50 -0.84 3.95
H 1.07 -2.47 -3.59
H -1.32 -2.59 -3.46
H 1.96 -1.01 -3.15
H -2.84 2.54 2.89
H -5.06 2.65 1.84
H 6.39 0.27 1.89
H -0.05 1.33 -4.35
H -4.38 -1.26 0.22
H 4.96 -0.01 3.91
H 1.51 1.20 -3.53
*
```


Molecular formula: C9H16BrOP
Method: DFT, ωB97M-V/def2-TZVPD

Values from the calculation:
- E_LUMO (spin up / spin down) (eV) = -2.16 / -0.40
- ΔE to the lowest compared entry with this formula, charge and spin (kcal/mol) = 91.47

Geometry as ORCA input:
```
! RIJCOSX wB97M-V def2-TZVPD def2/J DEFGRID3
* xyz 0 1
Br -2.54 2.02 0.53
P -2.20 -0.30 -0.19
O -2.41 -0.30 -1.65
C 1.73 -0.89 -0.44
C 1.16 1.47 -1.29
C 1.00 0.38 -0.26
C 2.62 1.73 -0.74
C -4.28 -2.35 0.45
C 1.37 0.89 1.04
C 2.81 0.94 0.58
C -3.83 -0.89 0.57
C 3.04 -0.53 0.31
H 1.09 0.26 1.76
H -3.69 -0.70 1.71
H 3.36 1.60 -1.50
H 1.91 -1.25 -1.44
H 2.89 -1.08 1.27
H 0.86 1.73 1.30
H -5.26 -2.31 0.92
H 1.14 -1.66 -0.08
H 3.47 1.54 1.25
H 2.59 2.87 -0.55
H 0.54 2.34 -1.39
H -3.60 -3.04 0.88
H -4.55 -0.16 0.13
H -4.50 -2.71 -0.66
H 1.20 1.04 -2.24
H 4.07 -0.64 -0.27
*
```


Molecular formula: C6H7N3O
Method: DFT, ωB97M-V/def2-TZVPD

Values from the calculation:
- E_LUMO (eV) = 0.71
- ΔE to the lowest compared entry with this formula, charge and spin (kcal/mol) = 43.19
- SMILES string = NC(=O)c1ccc(N)nc1

Geometry as ORCA input:
```
! RIJCOSX wB97M-V def2-TZVPD def2/J DEFGRID3
* xyz 0 1
O 2.85 1.24 -0.06
N -3.34 -0.09 -0.07
N 3.03 -1.04 0.05
N -1.27 -1.22 0.00
C 0.83 0.06 -0.02
C 2.32 0.18 -0.03
C 0.02 1.29 -0.04
C -1.97 0.01 -0.07
C 0.07 -1.09 -0.10
C -1.28 1.27 0.00
H 0.51 -2.28 -0.16
H -1.78 2.16 -0.07
H 0.68 2.29 0.03
H -3.64 -0.90 0.19
H 3.84 -0.81 0.09
H 2.76 -1.88 -0.09
H -3.64 0.81 0.35
*
```


Molecular formula: C4H10N2
Method: DFT, ωB97M-V/def2-TZVPD

Values from the calculation:
- E_LUMO (eV) = -11.33
- ΔE to the lowest compared entry with this formula, charge and spin (kcal/mol) = 138.92

Geometry as ORCA input:
```
! RIJCOSX wB97M-V def2-TZVPD def2/J DEFGRID3
* xyz 2 1
N 3.84 0.06 -0.16
N -1.33 0.00 -0.32
C 1.22 0.03 0.15
C -1.95 -1.17 0.07
C -1.86 1.21 -0.12
C 2.37 0.00 -0.20
H 4.02 0.37 0.85
H -2.52 -1.14 1.01
H -2.59 1.21 0.72
H -1.40 -2.06 0.16
H -2.41 1.20 -1.17
H 0.38 -0.37 0.26
H -1.12 1.96 -0.22
H 4.03 0.92 -0.73
H -2.77 -1.34 -0.73
H 4.37 -0.92 -0.43
*
```


Molecular formula: C29H41ClGeN2O5S3Si3W
Method: DFT, ωB97M-V/def2-TZVPD

Values from the calculation:
- <S²> = 0.795
- E_LUMO (spin up / spin down) (eV) = -5.20 / -4.77
- ΔE to the lowest compared entry with this formula, charge and spin (kcal/mol) = 21.00

Geometry as ORCA input:
```
! RIJCOSX wB97M-V def2-TZVPD def2/J DEFGRID3
* xyz 1 2
W -0.01 -0.68 1.20
Ge -1.43 1.06 0.21
Cl 8.25 -1.16 0.05
S -1.26 -4.39 3.04
S 5.43 0.42 -3.26
S 0.01 -1.57 3.48
Si -2.05 2.10 -1.88
Si -3.45 0.51 1.60
Si -0.20 2.77 1.58
O 5.58 -0.24 -4.54
O 1.85 0.10 1.57
O 6.21 -0.17 -2.18
O 1.64 -1.87 0.76
O 5.42 1.87 -3.27
N -1.14 -2.45 1.36
N 0.06 -1.14 -1.05
C 3.76 0.00 -2.76
C 1.31 -0.74 -1.72
C -2.74 -5.68 1.02
C -0.78 -2.81 2.60
C -2.53 0.69 -3.02
C -1.31 4.27 1.60
C 2.99 0.92 -2.07
C 2.03 -1.66 -2.45
C -3.50 3.19 -1.48
C 6.58 -1.11 0.38
C -0.63 3.07 -2.58
C -2.04 -4.58 1.49
C 4.69 0.07 1.26
C 3.88 -1.02 0.91
C -1.88 -3.44 0.70
C -3.13 -4.47 -1.04
C 3.26 -1.29 -2.98
C 5.78 -2.20 0.03
C 4.44 -2.16 0.29
C -2.43 -3.38 -0.57
C 1.77 0.55 -1.53
C -4.24 2.14 2.07
C 1.43 3.23 0.80
C -4.53 -0.38 0.35
C 6.04 0.02 0.99
C -3.28 -5.62 -0.25
C 2.48 -0.94 1.09
C 0.03 2.22 3.36
C -3.30 -0.52 3.15
H -0.86 4.93 2.35
H 3.39 1.92 -1.93
H -2.86 -6.57 1.63
H -5.49 -0.59 0.83
H 4.25 0.94 1.72
H 0.53 3.04 3.89
H 2.17 2.43 0.87
H -4.42 2.62 -1.32
H -2.51 -0.19 3.82
H 0.25 2.45 -2.76
H 1.80 4.09 1.35
H -4.30 2.87 1.26
H -2.33 4.07 1.91
H -1.65 0.26 -3.50
H -4.25 -0.41 3.67
H 6.69 0.86 1.23
H -0.94 2.07 3.85
H -3.33 3.83 -0.62
H 1.20 1.26 -0.94
H 3.80 -2.98 0.01
H -3.67 3.84 -2.34
H 0.64 1.33 3.50
H -3.18 1.06 -3.82
H 3.86 -1.98 -3.55
H -4.74 0.23 -0.53
H -3.15 -1.58 2.94
H 1.34 3.52 -0.25
H -3.57 -4.45 -2.02
H -0.34 3.91 -1.94
H -3.08 -0.11 -2.51
H 0.04 -2.16 -1.04
H 6.24 -3.04 -0.47
H -0.72 -0.83 -1.62
H -4.11 -1.33 0.03
H -0.95 3.48 -3.54
H -3.75 2.59 2.93
H -5.26 1.89 2.37
H -1.32 4.80 0.65
H 1.66 -2.67 -2.59
H -2.34 -2.48 -1.18
H -3.83 -6.46 -0.64
*
```


Molecular formula: C10H10F6N3O6S4ScTe4
Method: DFT, ωB97M-V/def2-TZVPD

Values from the calculation:
- E_LUMO (eV) = 3.65
- ΔE to the lowest compared entry with this formula, charge and spin (kcal/mol) = 14.34

Geometry as ORCA input:
```
! RIJCOSX wB97M-V def2-TZVPD def2/J DEFGRID3
* xyz -2 1
Te -0.69 0.04 -2.26
Te 0.19 5.67 -3.00
Te -0.82 3.43 -4.07
Te -2.14 2.31 -1.93
Sc 0.21 -1.24 0.46
S 0.74 -1.92 3.11
S -2.02 -1.81 -1.38
S 0.74 -3.79 -0.11
S -2.61 0.28 0.68
F 0.16 -0.37 5.24
F 1.95 -1.59 5.46
F 2.75 -5.59 0.04
F 2.15 -4.76 1.95
F 3.36 -3.59 0.58
F 1.99 0.22 4.27
O 1.82 -1.54 2.15
O 0.32 1.13 1.09
O 2.27 -0.10 -0.23
O 1.26 -2.58 -0.87
O -0.46 -1.16 2.63
O 0.39 -4.88 -0.98
N -4.98 -3.89 -1.30
N -0.17 -3.26 0.96
N -5.87 -1.22 1.98
C 1.29 1.91 0.40
C -3.08 -1.11 -0.14
C 3.47 -0.78 -0.60
C 2.56 1.14 0.40
C -4.22 -1.86 0.10
C -4.61 -2.98 -0.69
C 2.34 -4.46 0.65
C -0.13 1.76 2.29
C -5.11 -1.49 1.15
C 1.23 -0.84 4.59
H 0.71 1.91 2.98
H 0.94 2.09 -0.62
H 4.04 -0.14 -1.28
H -0.86 1.10 2.75
H 2.92 0.94 1.42
H -0.59 2.72 2.04
H 3.33 1.68 -0.16
H 4.07 -0.99 0.29
H 3.20 -1.71 -1.08
H 1.42 2.89 0.88
*
```


Molecular formula: C8H18O2P
Method: DFT, ωB97M-V/def2-TZVPD

Values from the calculation:
- E_LUMO (eV) = 3.55
- ΔE to the lowest compared entry with this formula, charge and spin (kcal/mol) = 32.28

Geometry as ORCA input:
```
! RIJCOSX wB97M-V def2-TZVPD def2/J DEFGRID3
* xyz -1 1
P 0.17 -0.52 -0.90
O 0.18 0.98 -1.25
O 1.27 -1.33 -1.44
C -2.46 -0.12 -0.33
C 2.01 1.70 1.02
C 2.55 2.58 0.27
C 0.69 1.80 1.74
C -1.62 -2.57 -0.15
C 2.96 0.78 1.82
C -1.87 -1.59 -2.42
C -1.59 -1.28 -0.97
H 2.94 -0.28 1.39
H 0.81 2.51 2.53
H 3.40 2.23 -0.19
H -0.16 2.22 1.08
H -2.43 0.83 -0.85
H -2.13 -2.25 0.72
H -1.09 -2.28 -2.74
H -3.58 -0.50 -0.53
H 0.30 -0.29 0.53
H -0.64 -2.94 -0.01
H 0.51 0.90 2.20
H 2.83 1.00 2.90
H 3.98 1.04 1.60
H -1.62 -0.66 -2.81
H -2.11 0.16 0.62
H -2.85 -1.95 -2.81
H -2.26 -3.37 -0.64
H 1.80 3.18 -0.37
*
```


Molecular formula: C4H9N2O
Method: DFT, ωB97M-V/def2-TZVPD

Values from the calculation:
- <S²> = 0.761
- E_LUMO (spin up / spin down) (eV) = -9.27 / -13.43
- ΔE to the lowest compared entry with this formula, charge and spin (kcal/mol) = 2.73

Geometry as ORCA input:
```
! RIJCOSX wB97M-V def2-TZVPD def2/J DEFGRID3
* xyz 2 2
O -2.81 -1.38 -1.33
N -0.17 0.78 0.81
N 0.19 0.17 -1.24
C 1.07 0.18 0.84
C 1.96 0.32 2.00
C -0.74 0.64 -0.38
C 1.28 -0.15 -0.55
H 2.33 -0.70 2.19
H -1.76 0.92 -0.64
H 2.11 -0.62 -1.08
H -0.68 1.09 1.65
H 1.35 0.60 2.87
H 2.82 0.97 1.78
H -2.89 -1.99 -2.08
H 0.09 -0.15 -2.20
H -2.98 -1.91 -0.55
*
```


Molecular formula: C4H10O
Method: DFT, ωB97M-V/def2-TZVPD

Values from the calculation:
- E_LUMO (eV) = 0.80
- ΔE to the lowest compared entry with this formula, charge and spin (kcal/mol) = 27.16
- SMILES string = C=CCC.O

Geometry as ORCA input:
```
! RIJCOSX wB97M-V def2-TZVPD def2/J DEFGRID3
* xyz 0 1
O 0.74 -3.00 -2.04
C -0.18 -0.56 1.75
C 0.25 1.00 -0.19
C -1.17 1.61 -0.17
C 0.66 0.13 0.95
H -1.79 0.84 -0.66
H 0.52 0.55 -1.16
H 0.53 -2.04 -1.92
H -1.27 -0.49 1.62
H -1.19 2.53 -0.78
H 0.88 1.90 -0.05
H 1.74 -0.02 1.04
H 0.20 -1.19 2.56
H 1.69 -3.08 -1.80
H -1.60 1.83 0.82
*
```


Molecular formula: C4H7O2S
Method: DFT, ωB97M-V/def2-TZVPD

Values from the calculation:
- E_LUMO (eV) = 2.94
- ΔE to the lowest compared entry with this formula, charge and spin (kcal/mol) = 2.36
- SMILES string = O=C([O-])CCCS

Geometry as ORCA input:
```
! RIJCOSX wB97M-V def2-TZVPD def2/J DEFGRID3
* xyz -1 1
S 2.63 -1.43 0.67
O -1.87 2.18 0.39
O -3.01 0.34 -0.24
C -0.71 0.52 -0.89
C 1.48 -0.63 -0.46
C -2.01 1.07 -0.17
C 0.15 -0.19 0.13
H 1.96 0.27 -0.83
H 2.12 -2.66 0.66
H -0.47 -0.89 0.69
H -1.19 -0.16 -1.59
H 1.34 -1.20 -1.37
H -0.28 1.36 -1.43
H 0.43 0.53 0.92
*
```


Molecular formula: C3H15NO4
Method: DFT, ωB97M-V/def2-TZVPD

Values from the calculation:
- E_LUMO (eV) = 0.28
- ΔE to the lowest compared entry with this formula, charge and spin (kcal/mol) = 35.53
- SMILES string = C=C(C)N.O.O.O.O

Geometry as ORCA input:
```
! RIJCOSX wB97M-V def2-TZVPD def2/J DEFGRID3
* xyz 0 1
O -1.53 -0.49 -1.83
O 0.05 1.47 -1.04
O 2.52 1.14 -2.74
O 3.33 -1.43 -3.86
N -2.48 -0.48 2.13
C -0.30 0.46 2.24
C -1.29 -0.22 2.81
C -1.29 -0.76 4.21
H -0.57 -1.57 4.27
H -3.24 -0.71 2.74
H -2.62 -0.20 1.18
H -0.52 2.26 -1.08
H 0.61 0.85 2.68
H 0.20 1.49 -0.08
H -2.25 -0.94 4.68
H 1.63 0.86 -2.96
H -0.91 0.26 -1.81
H 3.97 -1.82 -3.27
H -0.84 -0.03 4.90
H 2.42 1.57 -1.88
H -1.25 -1.40 -1.96
H 3.15 -0.58 -3.39
H -0.39 0.90 1.25
*
```


Molecular formula: C5H8O2
Method: DFT, ωB97M-V/def2-TZVPD

Values from the calculation:
- E_LUMO (eV) = 0.75
- ΔE to the lowest compared entry with this formula, charge and spin (kcal/mol) = 64.23
- SMILES string = C=COCC(=C)O

Geometry as ORCA input:
```
! RIJCOSX wB97M-V def2-TZVPD def2/J DEFGRID3
* xyz 0 1
O 0.69 -0.72 1.44
O -1.04 -0.43 -1.39
C -1.62 0.90 0.45
C -1.76 -0.24 -0.23
C 0.22 -0.93 -0.94
C 1.59 0.90 -0.10
C 0.84 -0.16 0.19
H -1.92 0.97 1.48
H -2.24 -1.14 0.15
H 2.19 1.44 0.62
H 1.55 1.28 -1.12
H 0.11 -1.98 -0.63
H -1.10 1.73 0.00
H 1.56 -0.80 1.83
H 0.95 -0.83 -1.74
*
```